{"formula": "C25H27Cl3KNO6P", "method": "ωB97M-V with the def2-TZVPD basis set", "elements": ["K", "Cl", "C", "C", "C", "Cl", "C", "O", "C", "Cl", "C", "H", "H", "O", "C", "C", "C", "C", "C", "C", "C", "C", "N", "H", "H", "H", "H", "H", "H", "H", "H", "H", "H", "H", "O", "C", "O", "C", "C", "C", "C", "O", "C", "O", "C", "C", "H", "H", "H", "H", "H", "C", "P", "C", "C", "H", "H", "H", "H", "H", "H", "H", "H", "H"], "xyz": [[-0.5539, -0.1736, 0.6116], [-0.2249, 5.3972, 6.0646], [-0.5247, 4.4147, 4.6461], [-1.2266, 4.9464, 3.5792], [-1.4539, 4.1622, 2.4662], [-2.3328, 4.8453, 1.1193], [-1.0101, 2.8141, 2.3268], [-1.2129, 2.0979, 1.3027], [-0.2982, 2.3535, 3.4776], [0.2810, 0.7047, 3.4152], [-0.0550, 3.1109, 4.6023], [-1.5938, 5.9627, 3.6089], [0.4936, 2.6909, 5.4335], [0.4551, -2.5885, -2.3251], [1.2317, -1.7458, -3.1484], [0.3718, -1.1801, -4.2631], [-0.7721, -0.2837, -3.7865], [-0.3467, 1.0774, -3.3077], [-0.2446, 2.1380, -4.2059], [0.1137, 3.3932, -3.7459], [0.3629, 3.5578, -2.3945], [0.2549, 2.4468, -1.5712], [-0.0841, 1.2345, -2.0058], [0.7617, -2.4379, -1.4056], [2.0522, -2.3170, -3.6053], [1.6815, -0.9402, -2.5576], [-0.0620, -2.0164, -4.8196], [1.0101, -0.6319, -4.9657], [-1.3065, -0.7832, -2.9755], [-1.4748, -0.1483, -4.6142], [-0.4603, 1.9666, -5.2536], [0.1848, 4.2310, -4.4290], [0.6178, 4.5186, -1.9692], [0.4093, 2.5480, -0.5023], [0.2808, -2.3051, 2.0179], [1.2438, -2.3579, 1.2331], [1.3306, -1.7571, 0.1192], [2.4425, -3.2061, 1.6311], [3.5448, -3.2948, 0.7945], [4.6622, -4.0655, 1.1298], [4.6130, -4.7276, 2.3302], [5.5648, -5.5510, 2.8882], [5.0493, -5.9335, 4.1611], [3.7346, -5.4127, 4.2920], [3.5165, -4.6417, 3.1665], [2.4142, -3.8939, 2.8515], [3.5178, -2.7445, -0.1356], [5.5242, -4.1383, 0.4807], [5.6864, -5.5155, 4.9467], [5.0145, -7.0237, 4.2189], [1.5467, -3.8116, 3.4908], [-3.3383, 2.3334, -1.8031], [-3.4439, 0.7063, -0.9728], [-4.4443, 1.1843, 0.4873], [-4.7338, -0.1208, -1.9904], [-4.3134, 2.8186, -1.9007], [-2.8980, 2.2146, -2.7952], [-2.6784, 2.9699, -1.2108], [-5.3606, 1.7089, 0.2016], [-3.8334, 1.8293, 1.1203], [-4.7100, 0.2950, 1.0618], [-5.6458, 0.4763, -2.0844], [-4.9894, -1.0823, -1.5426], [-4.3418, -0.3190, -2.9900]], "forces_ev_per_angstrom": [[-0.4, -0.1, -0.4], [0.0, 0.0, 0.0], [0.0, 0.0, 0.0], [0.0, 0.0, 0.0], [0.0, 0.0, -0.1], [0.0, 0.0, 0.0], [0.0, 0.1, 0.1], [-0.1, 0.4, 0.0], [0.0, -0.1, 0.0], [0.0, 0.2, 0.2], [0.0, 0.0, 0.0], [0.0, 0.0, 0.0], [0.0, 0.0, 0.0], [0.1, 0.1, 0.1], [0.0, 0.0, 0.0], [0.0, 0.0, -0.1], [-0.2, 0.0, 0.1], [0.1, 0.0, 0.0], [0.0, 0.0, 0.0], [0.0, 0.0, 0.0], [0.0, 0.0, 0.0], [0.0, 0.1, 0.1], [0.0, -0.1, -0.1], [-0.1, 0.0, 0.0], [0.0, 0.0, 0.0], [0.0, 0.0, 0.0], [0.0, 0.0, 0.0], [0.0, 0.0, 0.0], [0.0, 0.0, 0.0], [0.0, 0.0, 0.0], [0.0, 0.0, 0.0], [0.0, 0.0, 0.0], [0.0, 0.0, 0.0], [0.0, 0.0, 0.0], [0.0, 0.0, 0.0], [0.2, -0.1, -0.1], [0.3, -0.3, -0.1], [0.0, 0.0, 0.0], [0.0, 0.0, 0.0], [0.0, 0.0, 0.0], [0.0, 0.0, 0.0], [0.0, 0.0, 0.0], [0.0, 0.0, 0.0], [0.0, 0.0, 0.0], [0.0, 0.0, 0.0], [0.0, 0.0, 0.0], [0.0, 0.0, 0.0], [0.0, 0.0, 0.0], [0.0, 0.0, 0.0], [0.0, 0.0, 0.0], [0.0, 0.0, 0.0], [0.0, 0.0, -0.1], [0.1, -0.1, 0.1], [-0.1, 0.0, 0.0], [-0.1, 0.0, -0.1], [0.0, 0.0, 0.0], [0.0, 0.0, 0.0], [0.0, 0.0, 0.0], [0.0, 0.0, 0.0], [0.0, 0.0, 0.0], [0.0, 0.0, 0.0], [0.0, 0.0, 0.0], [0.0, 0.0, 0.0], [0.0, 0.0, 0.0]], "relative_energy_kcal_mol": 5.1, "e_lumo_ev": 2.4, "homo_lumo_gap_ev": 7.06, "energy_ev": -103324.4429, "total_charge": -1}